{"formula": "CH2OS", "method": "ωB97M-V/def2-TZVPD", "homo_energy_ev": [-9.5, -9.5], "e_tot_ev": -13948.970, "e_above_lowest_kj_mol": 260.6, "multiplicity": 1, "symbols": ["C", "O", "S", "H", "H"], "coordinates": [[-0.13937, -0.17413, -0.58478], [-0.08259, 0.73664, 1.84367], [0.98920, 0.20711, 0.57330], [0.40689, -0.69108, -1.46608], [-1.17413, -0.07855, -0.36611]]}


{"formula": "CH2OS2", "method": "ωB97M-V/def2-TZVPD", "homo_energy_ev": -9.3, "e_tot_ev": -24783.876, "e_above_lowest_kj_mol": 328.0, "multiplicity": 1, "symbols": ["C", "O", "S", "S", "H", "H"], "coordinates": [[-2.14468, -0.22579, -1.11104], [1.01007, 0.79083, 0.06270], [-2.00305, 0.13201, 0.38045], [1.36840, -0.74035, 0.69144], [1.62555, 1.13964, -0.56824], [0.14371, -1.09634, 0.54469]]}


{"formula": "CH2OS2", "method": "ωB97M-V/def2-TZVPD", "homo_energy_ev": [-7.4, -10.2], "e_tot_ev": -24783.536, "e_above_lowest_kj_mol": 22.6, "s2": 2.010, "multiplicity": 3, "symbols": ["C", "O", "S", "S", "H", "H"], "coordinates": [[0.16708, -0.02493, 0.06007], [-2.52717, -0.98633, 0.02343], [1.19320, 1.35684, 0.02543], [-1.75031, 0.28510, 0.03928], [0.57858, -1.09972, 0.10975], [2.33861, 0.46905, -0.25796]]}


{"formula": "CH2S2", "method": "ωB97M-V/def2-TZVPD", "homo_energy_ev": -10.0, "e_tot_ev": -22737.478, "e_above_lowest_kj_mol": 159.9, "multiplicity": 1, "symbols": ["C", "S", "S", "H", "H"], "coordinates": [[0.66881, -0.62336, 2.92286], [1.09296, -1.27353, 1.61387], [-0.00990, 0.73706, -1.34012], [-1.07989, 0.26385, -0.71944], [-0.67198, 0.89599, -2.47716]]}


{"formula": "CH2S2", "method": "ωB97M-V/def2-TZVPD", "homo_energy_ev": -8.9, "e_tot_ev": -22738.475, "e_above_lowest_kj_mol": 63.7, "smiles": "S=CS", "multiplicity": 1, "symbols": ["S", "C", "S", "H", "H"], "coordinates": [[0.50868, 1.99656, -0.40417], [0.19364, 0.47265, 0.01930], [-1.30326, -0.45870, 0.14028], [1.16917, -0.29948, -0.04846], [-0.56823, -1.71103, 0.29305]]}


{"formula": "CH2S3", "method": "ωB97M-V/def2-TZVPD", "homo_energy_ev": -9.5, "e_tot_ev": -33574.677, "e_above_lowest_kj_mol": 15.3, "multiplicity": 1, "symbols": ["C", "S", "S", "S", "H", "H"], "coordinates": [[0.13523, 0.13520, -1.68133], [0.98488, -1.09946, -1.37153], [-0.72174, 1.40245, -1.76747], [0.03444, 0.40624, 1.87639], [-0.09894, -0.90436, 2.27219], [-0.33387, 0.05993, 0.67176]]}


{"formula": "CH32F3O19SZr", "method": "ωB97M-V/def2-TZVPD", "homo_energy_ev": -16.9, "e_tot_ev": -60699.561, "e_above_lowest_kj_mol": 31.9, "charge": 3, "multiplicity": 1, "symbols": ["Zr", "C", "F", "F", "F", "S", "O", "O", "O", "O", "H", "H", "O", "H", "H", "O", "H", "H", "O", "H", "H", "O", "H", "H", "O", "H", "H", "O", "H", "H", "O", "H", "H", "O", "H", "H", "O", "H", "H", "O", "H", "H", "O", "H", "H", "O", "H", "H", "O", "H", "H", "O", "H", "H", "O", "H", "H"], "coordinates": [[-2.13934, 2.37707, -1.60849], [-0.83940, -1.09304, 1.26564], [-1.61313, -0.55025, 2.18064], [0.01170, -1.92789, 1.78482], [-1.59425, -1.74191, 0.37023], [0.03410, 0.18389, 0.19240], [0.65825, -0.51339, -0.89282], [-1.04890, 1.02182, -0.37609], [0.89569, 0.94226, 1.06359], [4.02780, -1.37691, -1.62738], [4.54653, -0.57737, -1.77681], [3.11490, -1.08981, -1.70433], [-1.39019, 2.52567, 2.74538], [-1.74504, 2.54833, 3.64723], [-0.45177, 2.74646, 2.84177], [-1.93517, 0.58409, -3.07699], [-1.59508, -0.37375, -3.08707], [-2.39436, 0.67613, -3.93428], [-0.81754, 3.76086, -0.53575], [-0.11514, 3.76951, 0.14730], [-1.02647, 4.70707, -0.69134], [-3.62660, 0.61266, -0.99089], [-3.86219, -0.19969, -1.47675], [-4.13606, 0.57388, -0.16303], [0.44847, 0.08241, 5.18103], [0.44923, 0.92940, 5.64162], [0.60618, 0.29853, 4.25495], [1.31321, -3.09180, -1.45331], [1.84170, -3.28409, -0.64911], [0.87609, -2.25452, -1.27139], [3.01422, 2.68896, 1.69336], [3.40322, 2.57973, 2.57039], [2.41457, 1.94382, 1.58461], [-2.26503, -3.99519, -1.62731], [-1.60721, -4.59128, -1.24070], [-3.11566, -4.40288, -1.42601], [1.75915, 0.00712, -3.28350], [1.54669, -0.12685, -2.34947], [1.46745, -0.80296, -3.71894], [-2.89905, 2.58351, 0.60960], [-2.20031, 2.61315, 1.34014], [-3.74025, 2.78599, 1.05765], [-1.07830, -2.00238, -3.06843], [-0.38867, -2.58492, -3.41683], [-1.60856, -2.59157, -2.48666], [0.02078, 2.34600, -2.56478], [0.16088, 2.58506, -3.50015], [0.94682, 2.27218, -2.17627], [2.39197, 2.24592, -1.05828], [2.26557, 1.93174, -0.15147], [2.78072, 3.12717, -0.95446], [0.44369, -2.80245, 4.58187], [-0.51547, -2.88136, 4.59389], [0.62946, -1.91870, 4.92926], [2.57060, -3.86575, 0.97641], [3.09569, -3.18140, 1.40848], [2.01379, -4.22826, 1.67686]]}


{"formula": "CH38N3O16", "method": "ωB97M-V/def2-TZVPD", "homo_energy_ev": -13.4, "e_tot_ev": -38879.010, "e_above_lowest_kj_mol": 292.1, "charge": 1, "multiplicity": 1, "symbols": ["N", "C", "N", "N", "H", "H", "H", "H", "H", "H", "H", "H", "O", "H", "H", "O", "H", "H", "O", "H", "H", "O", "H", "H", "O", "H", "H", "O", "H", "H", "O", "H", "H", "O", "H", "H", "O", "H", "H", "O", "H", "H", "O", "H", "H", "O", "H", "H", "O", "H", "H", "O", "H", "H", "O", "H", "H", "O"], "coordinates": [[-1.67913, -1.45227, -0.02850], [-0.64586, -0.90959, -0.80985], [-0.71991, 0.75466, -0.66569], [-0.81188, -1.29752, -2.16619], [-1.88941, -2.43587, -0.36940], [-1.64698, -1.58849, 0.97504], [-1.03422, 0.98426, 0.30540], [0.23673, 1.09316, -0.65869], [-0.22699, -2.11756, -2.44917], [-0.46950, -0.55226, -2.85381], [-3.25663, -0.78888, 3.25201], [-1.88478, -0.87607, 3.57765], [-2.43927, -0.36058, 2.95747], [-4.33969, 1.23334, -2.33766], [-3.81194, 2.60145, -2.35359], [-3.91491, 1.80763, -2.87673], [1.41106, -2.99789, 3.13977], [1.61326, -1.95415, 2.34961], [2.21406, -2.50909, 2.77259], [1.16885, -0.72515, 0.27913], [1.39108, 1.78827, 1.67074], [1.46459, 0.95116, 2.16153], [0.21765, -0.82503, 4.90608], [0.32632, -0.11418, 3.60346], [-0.12314, -0.83600, 3.99791], [-3.26826, -0.35752, -0.49668], [-4.75818, -0.89270, -0.83324], [-4.17887, -0.07094, -0.65711], [0.36672, -2.97950, 0.43089], [0.72358, -4.51803, 0.56797], [0.57354, -3.66494, 1.14192], [-0.36383, 3.42835, 0.65669], [-0.09439, 3.11350, 2.06933], [0.33643, 3.05610, 1.20247], [4.67169, 0.32663, 1.52943], [2.40322, 0.86949, 2.05617], [4.04267, 0.26431, 2.19431], [-1.22234, 1.13230, -1.47251], [0.15363, 3.32921, -2.14148], [0.91306, 2.89821, -1.80355], [1.56883, 0.52471, -3.39792], [1.46842, 0.81198, -4.97605], [1.02571, 0.70161, -4.12080], [-0.45162, 1.50671, -3.61980], [-2.00371, 1.86569, -3.57809], [-1.14182, 1.95298, -3.06822], [3.21185, -2.93020, 0.98742], [4.11397, -2.99566, -0.17730], [3.68723, -2.35892, 0.37955], [-3.17296, 1.59044, 0.68061], [-2.40873, 1.33274, 1.95642], [-2.26567, 1.66604, 1.04791], [1.67035, 3.16439, -2.36217], [3.41256, -0.05138, -1.83414], [2.43359, 0.09823, -1.88465], [2.01719, -0.49297, -1.31745], [4.13367, -0.63561, 2.61841], [0.66966, -1.15130, -0.38227]]}


{"formula": "CH3BF2S", "method": "ωB97M-V/def2-TZVPD", "homo_energy_ev": -9.7, "e_tot_ev": -18035.902, "e_above_lowest_kj_mol": 0.0, "smiles": "CSB(F)F", "multiplicity": 1, "symbols": ["C", "S", "B", "F", "F", "H", "H", "H"], "coordinates": [[0.23908, 0.50052, -1.05508], [-0.16630, -1.09621, -0.49254], [-0.29666, -0.73451, 1.25681], [0.41646, 0.31796, 1.69928], [-1.14330, -1.42690, 2.06672], [0.41569, 0.46259, -2.12247], [1.13458, 0.81686, -0.51110], [-0.59955, 1.15969, -0.84161]]}


{"formula": "CH3Br2ClP", "method": "ωB97M-V/def2-TZVPD", "homo_energy_ev": -15.6, "e_tot_ev": -162975.588, "e_above_lowest_kj_mol": 28.9, "charge": 1, "multiplicity": 1, "symbols": ["C", "P", "Cl", "Br", "Br", "H", "H", "H"], "coordinates": [[0.78397, 0.50406, 0.35138], [-0.79373, -0.31842, -0.18410], [-2.49675, 0.14662, 0.65471], [-0.87783, -0.00780, -2.38200], [-0.25611, -2.43358, -0.01944], [1.74595, 0.38258, -0.19222], [1.13125, 0.13086, 1.37006], [0.76325, 1.59568, 0.40160]]}


{"formula": "CH3Br2N", "method": "ωB97M-V/def2-TZVPD", "homo_energy_ev": [-9.5, -8.7], "e_tot_ev": -142655.419, "e_above_lowest_kj_mol": 373.7, "multiplicity": 1, "symbols": ["C", "N", "Br", "Br", "H", "H", "H"], "coordinates": [[-1.30499, -0.01412, -0.15150], [1.33517, 0.06958, 0.60747], [1.98155, -1.47977, -0.05727], [2.03629, 1.51514, -0.18271], [-1.43413, 0.81562, -0.73621], [-1.51208, -1.09895, -0.40865], [-1.10181, 0.19251, 0.92887]]}


{"formula": "CH3Br2P", "method": "ωB97M-V/def2-TZVPD", "homo_energy_ev": -9.5, "e_tot_ev": -150457.269, "e_above_lowest_kj_mol": 333.3, "multiplicity": 1, "symbols": ["C", "P", "Br", "Br", "H", "H", "H"], "coordinates": [[-0.78076, -0.27939, 0.05320], [1.29289, 0.50917, -0.58541], [-0.84300, -2.16090, -0.43329], [-1.95419, 0.99387, -0.93136], [-0.92053, -0.02067, 1.19630], [1.93958, -0.56430, 0.26911], [1.26600, 1.52223, 0.43146]]}


{"formula": "CH3Br2P", "method": "ωB97M-V/def2-TZVPD", "homo_energy_ev": [-10.1, -8.9], "e_tot_ev": -150454.919, "e_above_lowest_kj_mol": 560.0, "multiplicity": 1, "symbols": ["C", "P", "Br", "Br", "H", "H", "H"], "coordinates": [[0.58470, -0.16117, 0.24458], [-0.44048, 1.14109, -0.59419], [2.31241, 0.75558, -0.19514], [0.64379, -1.95216, -0.25549], [0.50642, -0.23519, 1.40977], [-2.34159, 0.16436, 0.78990], [-1.26525, 0.28749, -1.39943]]}


{"formula": "CH3Br3N", "method": "ωB97M-V/def2-TZVPD", "homo_energy_ev": -15.3, "e_tot_ev": -212694.096, "e_above_lowest_kj_mol": 88.9, "charge": 1, "multiplicity": 1, "symbols": ["C", "N", "Br", "Br", "Br", "H", "H", "H"], "coordinates": [[2.10284, -0.55922, -0.13130], [0.19770, -0.02271, -0.13369], [2.96210, 1.13726, 0.29379], [2.23502, -1.25810, -1.86086], [2.20757, -1.86837, 1.33837], [-0.03116, 0.76023, -0.71315], [-0.10653, -0.90879, -0.38889], [0.20482, 0.08256, 0.84245]]}


{"formula": "CH3Br3SSi", "method": "ωB97M-V/def2-TZVPD", "homo_energy_ev": -8.6, "e_tot_ev": -229927.758, "e_above_lowest_kj_mol": 193.4, "multiplicity": 1, "symbols": ["C", "Si", "S", "Br", "Br", "Br", "H", "H", "H"], "coordinates": [[1.04145, -0.36292, 0.01247], [-1.50223, -0.06171, -0.12484], [2.08205, 0.89892, -0.77398], [-2.22648, -2.22933, -0.07005], [-2.40191, 0.84800, -1.82646], [-2.03995, 1.18465, 1.60919], [1.24634, -0.22946, 1.15034], [0.99879, -1.37460, -0.39670], [2.80194, 1.32646, 0.42002]]}


{"formula": "CH3Br3Si", "method": "ωB97M-V/def2-TZVPD", "homo_energy_ev": [-5.5, -10.6], "e_tot_ev": -219086.751, "e_above_lowest_kj_mol": 301.7, "s2": 2.006, "multiplicity": 3, "symbols": ["C", "Si", "Br", "Br", "Br", "H", "H", "H"], "coordinates": [[0.34203, 0.17879, -0.50214], [-1.21303, 0.37953, 0.70512], [1.88928, 0.83599, 0.53970], [-2.49749, -1.38458, 0.30608], [-2.22144, 2.25727, -0.04966], [0.41176, -1.11376, -1.01082], [0.19381, 0.69980, -1.39266], [-1.22352, 0.06006, 2.22246]]}


{"formula": "CH3BrCl2Si", "method": "ωB97M-V/def2-TZVPD", "homo_energy_ev": [-8.9, -8.2], "e_tot_ev": -104049.133, "e_above_lowest_kj_mol": 395.3, "multiplicity": 1, "symbols": ["C", "Si", "Cl", "Cl", "Br", "H", "H", "H"], "coordinates": [[-2.15297, 0.32218, -2.01440], [2.14724, -0.32394, 1.21957], [1.20392, -1.82311, 2.13813], [1.79387, 1.26077, 2.48583], [-1.57206, -0.65818, -0.50514], [-3.08484, 0.13319, -2.35356], [-1.83434, 1.46635, -1.99239], [3.49919, -0.37726, 1.02195]]}


{"formula": "CH3BrClN", "method": "ωB97M-V/def2-TZVPD", "homo_energy_ev": -9.2, "e_tot_ev": -85137.864, "e_above_lowest_kj_mol": 274.2, "smiles": "CN(Cl)Br", "multiplicity": 1, "symbols": ["C", "N", "Cl", "Br", "H", "H", "H"], "coordinates": [[-0.52780, 0.38884, -0.49531], [0.17961, -0.55652, 0.77230], [0.89943, -1.99716, 0.20377], [1.36739, 0.59668, 1.68629], [-0.42130, 1.42630, -0.24121], [0.04619, 0.11125, -1.37594], [-1.54353, 0.03062, -0.54991]]}


{"formula": "CH3BrClN", "method": "ωB97M-V/def2-TZVPD", "homo_energy_ev": -9.7, "e_tot_ev": -85139.617, "e_above_lowest_kj_mol": 105.0, "multiplicity": 1, "symbols": ["C", "N", "Cl", "Br", "H", "H", "H"], "coordinates": [[-0.21194, -0.11312, -0.46827], [-0.26642, 0.26961, 0.83078], [1.88989, -0.93976, -1.00082], [-0.43763, 1.30450, -1.63558], [-0.81058, -1.01755, -0.57293], [0.12440, 1.04986, 1.26767], [-0.28771, -0.55353, 1.57915]]}


{"formula": "CH3BrClP", "method": "ωB97M-V/def2-TZVPD", "homo_energy_ev": [-9.9, -7.9], "e_tot_ev": -92937.546, "e_above_lowest_kj_mol": 269.9, "multiplicity": 1, "symbols": ["C", "P", "Cl", "Br", "H", "H", "H"], "coordinates": [[-0.00741, 0.11201, 0.48662], [1.72544, 0.16116, 0.96918], [2.32195, 1.62454, -0.19184], [-2.82398, -2.15876, -2.55834], [-0.21254, -0.15310, -0.60546], [-0.50132, 1.08551, 0.74068], [-0.50213, -0.67136, 1.15915]]}